(1)
Formula: C24H41BN8O3S3Sn
Source: the Open Molecules 2025 dataset
Level of theory: the ωB97M-V functional and the def2-TZVPD basis

Atoms and positions in Å:
Sn: 0.06555 0.30397 1.18082
C: 5.63130 -3.67537 1.22484
C: 4.74842 -2.44159 1.38644
C: 5.59357 -1.31192 1.97284
C: 3.56723 -2.80776 2.28346
N: 4.23547 -2.04127 0.02398
C: 4.59031 -2.69792 -1.14306
C: 3.94917 -2.09850 -2.15750
N: 3.17267 -1.07857 -1.62975
B: 2.38711 -0.15373 -2.58887
N: 2.47747 1.32832 -2.14073
C: 3.66412 1.97448 -2.41611
C: 3.59080 3.20913 -1.89626
N: 2.35444 3.34130 -1.29274
C: 1.68824 2.17377 -1.44185
S: 0.07009 1.82840 -0.88081
C: 2.03457 4.66237 -0.61535
C: 3.08477 4.86312 0.47976
C: 0.65136 4.72841 0.01614
C: 2.13238 5.75080 -1.68523
N: 0.88919 -0.58891 -2.82379
C: 0.13098 0.08376 -3.73396
C: -1.10508 -0.46658 -3.73155
N: -1.11320 -1.47554 -2.80554
C: 0.12868 -1.53766 -2.26932
S: 0.76655 -2.66631 -1.04795
C: -2.33592 -2.34870 -2.67499
C: -3.58059 -1.44915 -2.72828
C: -2.28494 -3.23286 -1.42443
C: -2.35566 -3.29825 -3.87484
C: 3.37541 -1.03786 -0.28406
S: 2.80118 0.17440 0.78661
H: 5.99632 -3.95356 2.21221
H: 6.50573 -3.47831 0.60267
H: 5.07838 -4.52716 0.82534
H: 6.01537 -1.64469 2.92141
H: 5.00729 -0.41592 2.15642
H: 6.41883 -1.06432 1.30222
H: 3.95107 -3.18474 3.23154
H: 2.96501 -3.59515 1.82297
H: 2.92945 -1.95233 2.48983
H: 5.27879 -3.52080 -1.16822
H: 3.96586 -2.31394 -3.21201
H: 2.90897 -0.26735 -3.66135
H: 4.45813 1.49636 -2.96375
H: 4.31803 3.99925 -1.91783
H: 3.08371 4.01763 1.17012
H: 2.84822 5.76677 1.04062
H: 4.08972 4.97908 0.07439
H: 0.53326 4.00964 0.82350
H: -0.14351 4.57978 -0.71194
H: 0.54173 5.72742 0.43709
H: 3.13090 5.82475 -2.11513
H: 1.89606 6.71287 -1.23217
H: 1.41966 5.56590 -2.49057
H: 0.52572 0.89475 -4.32309
H: -1.97492 -0.20359 -4.30520
H: -3.47048 -0.56404 -2.11450
H: -4.43765 -2.01694 -2.36683
H: -3.80150 -1.15572 -3.75475
H: -2.58070 -3.19646 0.67835
H: -1.34110 -3.78672 -1.43388
H: -3.05512 -3.99857 -1.52900
H: -2.33568 -2.73476 -4.80673
H: -3.27232 -3.88843 -3.86117
H: -1.50441 -3.98272 -3.86272
C: -5.32592 1.15242 3.01823
N: -3.89156 0.98831 2.81401
C: -3.16636 0.25406 3.83907
C: -3.28847 1.47867 1.74616
O: -2.07412 1.39631 1.49829
H: -5.79873 0.17662 3.12869
H: -5.76720 1.66650 2.16781
H: -5.51225 1.73258 3.92130
H: -3.42314 0.64869 4.82097
H: -2.09916 0.35775 3.67669
H: -3.43588 -0.80278 3.80525
H: -3.95627 2.00970 1.05911
O: 0.36411 -2.08089 0.27425
N: -2.40216 -2.59743 -0.12347
O: -2.35530 -1.34897 0.08409

energy relative to the best compared isomer or geometry (same formula, charge and spin): 52.5 kcal per mole
DFT total energy: -82618.89763 eV
total charge: +2
E_LUMO (spin up / spin down): -5.683 / -7.348 eV

(2)
Formula: C3H8OS
Source: the Open Molecules 2025 dataset
Level of theory: the ωB97M-V functional and the def2-TZVPD basis

Atoms and positions in Å:
C: 0.26716 -1.10586 -1.47222
C: 0.42724 1.64855 1.45678
C: -0.78317 -0.34172 -0.73765
O: 0.55132 1.31709 0.18845
S: -1.52515 -0.98364 0.63327
H: 0.25710 -1.07719 -2.56139
H: 0.38682 -2.07868 -1.21092
H: 1.13808 -0.61958 -1.25428
H: 0.73081 0.64737 2.03486
H: -0.55293 1.96983 1.73478
H: 1.19784 2.29758 1.77079
H: -1.00531 0.58538 -1.25742
H: -1.08979 -2.25914 0.67495

energy relative to the best compared isomer or geometry (same formula, charge and spin): 94.2 kcal per mole
DFT total energy: -16119.15157 eV
total charge: 0
E_LUMO (spin up / spin down): -0.063 / -0.445 eV

(3)
Formula: C6H9N
Source: the Open Molecules 2025 dataset
Level of theory: the ωB97M-V functional and the def2-TZVPD basis

Atoms and positions in Å:
C: 0.32806 0.02750 -2.35699
C: -0.83799 0.26685 -1.49042
C: -1.95594 0.39876 -0.92084
C: -0.70761 0.90351 0.19746
N: -0.61083 -0.09014 1.23786
C: 0.45955 0.11960 2.19655
C: 0.54164 -0.96629 1.18875
H: 0.98030 0.90615 -2.41568
H: -0.04720 -0.17116 -3.36617
H: 0.91641 -0.83882 -2.03393
H: 0.29313 1.28278 -0.09346
H: -1.24702 1.77806 0.56143
H: 0.21058 -0.09881 3.23138
H: 1.11857 0.97791 2.05235
H: 1.26370 -0.82840 0.38114
H: 0.35754 -2.00084 1.46721

energy relative to the best compared isomer or geometry (same formula, charge and spin): 130.5 kcal per mole
DFT total energy: -7852.50258 eV
total charge: 0
E_LUMO: 0.865 eV

(4)
Formula: C4H3FNS
Source: the Open Molecules 2025 dataset
Level of theory: the ωB97M-V functional and the def2-TZVPD basis

Atoms and positions in Å:
C: 0.10473 -1.39883 -0.07578
C: -0.00556 0.01710 0.08488
C: 1.42742 -1.80498 -0.33304
C: 2.33946 0.08973 0.24924
N: 1.21425 0.73510 0.18305
F: 1.77114 -3.04608 0.16511
S: 3.79700 0.87622 -0.07803
H: -0.79301 -2.00329 -0.32317
H: -0.99814 0.51340 0.07210
H: 1.39181 1.69007 0.30748

energy relative to the best compared isomer or geometry (same formula, charge and spin): 76.2 kcal per mole
DFT total energy: -19236.33481 eV
total charge: -1
E_LUMO: 3.949 eV